{"formula": "C46H86ClF4N3O18P4S3", "method": "ωB97M-V/def2-TZVPD", "multiplicity": 1, "max_force_ha_per_bohr": 0.17477, "homo_ha": -0.313, "e_tot_ha": -6742.2821, "e_lumo_ev": -1.546, "smiles": "[H]/N=C/C[C@](CCCCS(=O)(=O)Cl)(NCCC(F)=C(F)F)[C@@](CSCC)(Cc1ccc(C)cc1)O[C@](C[C@H](C)F)(N=C=O)P(O)(O)=S.CCOP(=O)(OCC)OCC.CCOP(=O)(OCC)OCC.CCOP(=O)(OCC)OCC", "total_charge": 0, "species": ["C", "C", "S", "C", "C", "C", "C", "C", "C", "C", "C", "C", "C", "O", "C", "C", "C", "C", "F", "N", "C", "O", "P", "O", "O", "S", "C", "C", "C", "N", "C", "C", "C", "C", "S", "O", "O", "Cl", "N", "C", "C", "C", "F", "C", "F", "F", "H", "H", "H", "H", "H", "H", "H", "H", "H", "H", "H", "H", "H", "H", "H", "H", "H", "H", "H", "H", "H", "H", "H", "H", "H", "H", "H", "H", "H", "H", "H", "H", "H", "H", "H", "H", "H", "H", "H", "H", "H", "O", "P", "O", "C", "C", "O", "C", "C", "O", "C", "C", "H", "H", "H", "H", "H", "H", "H", "H", "H", "H", "H", "H", "H", "H", "H", "O", "P", "O", "C", "C", "O", "C", "C", "O", "C", "C", "H", "H", "H", "H", "H", "H", "H", "H", "H", "H", "H", "H", "H", "H", "H", "O", "P", "O", "C", "C", "O", "C", "C", "O", "C", "C", "H", "H", "H", "H", "H", "H", "H", "H", "H", "H", "H", "H", "H", "H", "H"], "coordinates": [[1.77821, 0.62708, -0.05499], [1.51912, -0.67244, -0.98513], [-0.10591, -1.31243, -0.48318], [-0.68826, -2.84979, -1.25425], [-0.89278, -2.90877, -2.85242], [-0.94139, -4.43748, -3.20160], [-2.11435, -5.35298, -2.78577], [-2.68451, -5.59124, -1.45442], [-3.79474, -6.55251, -1.17310], [-4.38232, -7.35298, -2.26804], [-5.52892, -8.35211, -1.88992], [-3.80886, -7.16946, -3.61940], [-2.72029, -6.21721, -3.86111], [0.24633, -2.28289, -3.44134], [1.47351, -2.85989, -3.66437], [2.28142, -3.59819, -2.52149], [3.86483, -3.46790, -2.62688], [4.44111, -4.82969, -2.00971], [4.39210, -2.42176, -1.83085], [2.39838, -1.68710, -4.00467], [1.77934, -0.85283, -4.71843], [1.44635, -0.18297, -5.60284], [1.70403, -3.88382, -5.28471], [3.19483, -3.53808, -6.00216], [1.72552, -5.53377, -5.00921], [0.38901, -3.38008, -6.64686], [-2.18026, -2.00447, -3.36337], [-2.84700, -2.61734, -4.70242], [-4.18382, -3.38637, -4.59735], [-4.78550, -3.90842, -3.59489], [-3.21527, -1.68421, -2.22612], [-4.55195, -0.92950, -2.53631], [-4.74962, -0.08420, -3.83781], [-6.06016, -0.55971, -4.63737], [-6.63298, 0.87867, -5.67068], [-7.91037, 0.54976, -6.32244], [-6.79258, 2.09834, -4.88117], [-5.26256, 1.28576, -7.19106], [-1.60841, -0.75227, -3.88518], [-1.33918, 0.41030, -3.10572], [-1.95114, 1.74881, -3.79389], [-1.00539, 2.91995, -3.29517], [-0.14789, 3.62080, -4.12367], [-1.03491, 3.30968, -1.99246], [-1.82390, 2.70162, -1.03947], [-0.30269, 4.38231, -1.51762], [2.30614, 1.42094, -0.64558], [0.77258, 0.99691, 0.31752], [2.43616, 0.31947, 0.80144], [1.44478, -0.25061, -2.02365], [2.41781, -1.31845, -0.81475], [-0.00019, -3.72446, -1.01544], [-1.62966, -3.12316, -0.68494], [-0.79862, -4.58437, -4.32117], [-0.01973, -4.94492, -2.75832], [-2.26848, -5.05727, -0.56947], [-4.16000, -6.66767, -0.11402], [-5.04669, -9.38165, -1.84829], [-6.36714, -8.40050, -2.63224], [-5.88009, -8.16250, -0.83028], [-4.25861, -7.77905, -4.45121], [-2.33591, -6.14608, -4.91927], [2.03452, -3.29873, -1.47099], [2.09337, -4.71665, -2.58011], [4.25447, -3.42586, -3.67522], [5.52433, -4.75050, -1.73006], [4.30182, -5.63941, -2.79057], [3.78007, -5.14036, -1.14250], [3.25951, -4.20272, -6.72108], [0.84361, -5.87703, -4.76924], [-2.12411, -3.25054, -5.29931], [-3.07086, -1.76667, -5.42557], [-4.73647, -3.51252, -5.59127], [-5.67510, -4.32434, -3.90434], [-2.75287, -1.16309, -1.32972], [-3.49966, -2.69733, -1.78856], [-4.78815, -0.24694, -1.65814], [-5.39698, -1.68897, -2.49605], [-4.98018, 0.98901, -3.54596], [-3.93121, -0.03547, -4.59212], [-5.81415, -1.36115, -5.39933], [-6.90816, -0.84291, -3.95956], [-1.27874, -0.76916, -4.84244], [-1.61696, 0.48103, -2.03222], [-0.21352, 0.62598, -3.13577], [-1.95612, 1.68448, -4.91323], [-2.96272, 2.00540, -3.35660], [2.53963, 8.30857, 2.24248], [1.10977, 8.79248, 2.07313], [0.75580, 7.90221, 0.73104], [0.68143, 6.48657, 0.86149], [-0.33400, 6.05448, 1.90326], [1.53204, 10.24401, 1.39129], [2.66844, 10.94555, 1.89875], [3.84140, 10.78846, 0.94727], [-0.48550, 9.33989, 2.14290], [-1.13352, 10.03459, 1.07355], [-1.78650, 9.11972, 0.05278], [1.67166, 6.08644, 1.09582], [0.39085, 6.09285, -0.11248], [-0.02449, 6.36701, 2.90711], [-0.44390, 4.96738, 1.90564], [-1.30952, 6.50511, 1.71384], [2.92370, 10.60338, 2.90328], [2.39974, 12.00248, 1.97970], [3.98482, 9.75179, 0.64334], [4.76359, 11.15199, 1.40658], [3.66596, 11.36187, 0.03283], [-0.47794, 10.75175, 0.58111], [-1.92289, 10.62312, 1.54979], [-1.05627, 8.73267, -0.65875], [-2.52853, 9.67230, -0.52943], [-2.27277, 8.26796, 0.53049], [-1.38492, -0.00828, 3.80588], [-0.84567, 1.34459, 4.24190], [-0.97288, 1.06241, 5.86464], [-0.11335, 0.09072, 6.44807], [1.35455, 0.39865, 6.21292], [-2.27056, 2.14393, 3.95276], [-3.02588, 1.81530, 2.78486], [-4.22400, 0.96339, 3.16542], [-0.13588, 2.84147, 4.57412], [-0.75923, 3.86031, 5.36126], [-0.50765, 3.72592, 6.85253], [-0.36725, -0.90160, 6.06494], [-0.31757, 0.09041, 7.52093], [1.60715, 0.32490, 5.14929], [1.98727, -0.30426, 6.76041], [1.60059, 1.41293, 6.53107], [-2.40158, 1.31350, 2.04271], [-3.36837, 2.75107, 2.33429], [-3.94917, 0.14678, 3.83283], [-4.70049, 0.54596, 2.27504], [-4.96401, 1.56761, 3.69748], [-1.82577, 3.95239, 5.15957], [-0.30580, 4.79838, 5.02811], [-1.17361, 2.98926, 7.30319], [-0.70520, 4.67598, 7.35584], [0.51903, 3.42097, 7.06024], [3.76288, -1.03093, 3.68530], [4.25786, -2.44467, 3.94238], [5.42066, -2.04924, 5.04405], [5.00633, -1.53775, 6.30486], [4.07281, -2.48514, 7.03558], [5.15283, -2.53703, 2.55027], [4.62340, -1.96709, 1.35081], [5.31831, -0.64994, 1.05509], [4.56253, -4.08544, 4.19493], [5.84453, -4.69223, 4.00869], [6.74077, -4.62377, 5.23228], [4.53695, -0.55941, 6.16823], [5.91003, -1.38789, 6.89892], [3.12189, -2.58992, 6.50105], [3.85769, -2.11403, 8.04029], [4.50682, -3.48276, 7.11591], [3.54051, -1.83864, 1.42309], [4.80772, -2.66947, 0.53509], [5.37421, -0.01043, 1.93619], [4.80071, -0.10933, 0.25899], [6.34740, -0.82971, 0.73247], [6.36517, -4.31146, 3.13082], [5.63653, -5.74631, 3.80406], [7.22769, -3.65140, 5.31439], [7.53801, -5.36790, 5.15849], [6.17871, -4.79579, 6.15137]]}